Record 1
The following is a DFT calculation (ωB97M-V/def2-TZVPD) of a molecular structure, C13H8N6O7OsS2.

Output
- Energy above the lowest of the compared OMol25 structures with the same formula, charge and spin: 0.000 eV
- Net charge: +2
- Lowest unoccupied orbital energy (alpha / beta): -7.9 / -10.6 eV
- HOMO energy (alpha / beta): -15.1783 / -15.4227 eV
- <S²>: 6.06
- Spin multiplicity: 5
- Largest force on an atom: 0.01595 Eh/bohr

Positions of all 37 atoms, in Å:
Os -0.09336 0.02205 -0.01923
N -1.32861 2.65798 -2.08296
C -0.57345 1.75504 -2.63006
N -0.07150 0.68670 -1.99610
C 0.67128 -0.10617 -2.85407
C 0.75322 0.37324 -4.15508
S -0.10709 1.81445 -4.32979
C 1.23728 -1.26969 -2.30026
C 1.99414 -2.26220 -2.89986
S 2.43446 -3.45402 -1.78125
C 1.58594 -2.58965 -0.50594
N 1.00921 -1.46552 -0.94804
N 1.53855 -3.00411 0.72711
H -1.62659 2.62482 -1.09349
H -1.66374 3.44948 -2.61599
H 1.28800 -0.07182 -4.98756
H 2.29335 -2.33201 -3.94077
H 1.98178 -3.86306 1.01516
H 1.04346 -2.44501 1.42804
O -0.26031 -1.20520 3.83802
C -0.49229 -0.47863 2.92703
O -0.00573 -0.80780 1.68551
C -1.28501 0.78514 3.05004
C -1.78101 1.05409 4.31938
C -2.48723 2.20414 4.54954
C -2.72030 3.11475 3.55109
C -2.25310 2.83770 2.28476
C -1.52998 1.67301 1.99762
O -1.06490 1.46699 0.73704
N -2.55827 3.84582 1.24584
O -2.69502 4.98855 1.59789
O -2.63419 3.48627 0.05997
N -3.02082 2.47382 5.90881
O -2.72264 1.68073 6.78283
O -3.71441 3.46601 6.04301
H -1.59699 0.35629 5.12158
H -3.26231 4.02736 3.74705

***

Record 2
The following is a DFT calculation (ωB97M-V/def2-TZVPD) of a molecular structure, C35H24F3IrN4O7SSb in a non-equilibrium geometry.

Output
- Energy above the lowest of the compared OMol25 structures with the same formula, charge and spin: 0.000 eV
- Net charge: +1
- Lowest unoccupied orbital energy: -4.4 eV
- HOMO energy: -11.3897 eV
- Largest force on an atom: 0.06970 Eh/bohr

Positions of all 76 atoms, in Å:
Ir -0.73762 1.64014 -0.58388
O -4.35654 2.37537 -1.27089
S -3.17045 2.67703 -0.54259
O -3.26546 3.60070 0.56245
O -2.55545 1.35348 0.03344
O -2.00534 3.08769 -1.45584
O 0.66128 -1.57883 -6.80752
N 1.51092 -0.81315 -6.40161
O 2.55284 -0.60617 -6.98239
C 1.28902 -0.10453 -5.14588
C 2.33777 0.66707 -4.72481
C 2.30300 1.38600 -3.51607
C 3.36485 2.18626 -3.03347
C 3.21297 2.84715 -1.84645
C 2.02490 2.70860 -1.11746
N 1.03095 1.93986 -1.53225
C 1.15395 1.30377 -2.71908
C 0.03623 0.53481 -3.16085
N -1.04764 0.53951 -2.35371
C -2.15458 -0.09374 -2.68367
C -2.20645 -0.84644 -3.85220
C -1.11212 -0.90910 -4.68269
C 0.06783 -0.18845 -4.37464
H 3.21269 0.71010 -5.35811
H 4.27655 2.26230 -3.61211
H 3.99528 3.47596 -1.44588
H 1.88233 3.22130 -0.17678
H -3.00036 0.02031 -2.01596
H -3.11268 -1.37938 -4.09963
H -1.14952 -1.49889 -5.57817
F -0.75472 -6.12694 -2.27662
C -0.51627 -4.98079 -1.62852
C -0.77699 -4.91382 -0.27016
C -0.54167 -3.72096 0.39367
C -0.05086 -2.61903 -0.30125
C 0.21626 -2.71586 -1.66074
C -0.01752 -3.90485 -2.33768
Sb 0.27062 -0.79018 0.78301
C 1.70991 -1.58244 2.17685
C 3.03283 -1.69407 1.76174
C 3.95279 -2.37073 2.54517
C 3.52526 -2.91857 3.74177
F 4.40684 -3.57260 4.50397
C 2.21596 -2.81199 4.17541
C 1.30153 -2.13357 3.38407
C -1.50729 -0.81077 1.94029
C -2.67352 -1.30971 1.37047
C -3.87377 -1.23937 2.05649
C -3.88634 -0.65243 3.30880
F -5.04132 -0.58080 3.97983
C -2.74421 -0.13615 3.89374
C -1.55085 -0.21068 3.19460
H -1.15733 -5.78581 0.24497
H -0.74328 -3.65063 1.45581
H 0.61839 -1.86473 -2.19911
H 0.18335 -4.00749 -3.39640
H 3.34939 -1.25985 0.82067
H 4.98430 -2.48749 2.24156
H 1.92585 -3.26644 5.11315
H 0.27178 -2.04941 3.70888
H -2.64854 -1.75861 0.38464
H -4.79538 -1.61546 1.63370
H -2.80580 0.31784 4.87367
H -0.64754 0.20026 3.63220
O 0.17311 1.99044 1.42513
N 0.04039 3.03252 2.26007
C -0.90450 3.96447 2.08311
C -0.96917 5.04813 2.93832
C -0.07088 5.16265 3.98552
C 0.86170 4.14915 4.17343
C 0.89757 3.09146 3.29680
H -1.62879 3.81033 1.28694
H -1.73595 5.79009 2.76912
H -0.09346 6.01597 4.64818
H 1.56209 4.17863 4.99522
H 1.59688 2.27158 3.36823

***

Record 3
The following is a DFT calculation (ωB97M-V/def2-TZVPD) of 9 unconnected molecules or ions with the total composition C28H57N6O12 in a non-equilibrium geometry.

Output
- Net charge: -1
- Lowest unoccupied orbital energy: 2.0 eV
- HOMO energy: -6.9778 eV
- Largest force on an atom: 0.04263 Eh/bohr

Positions of all 103 atoms, in Å:
C -0.32942 0.23081 -0.55705
C 0.18188 0.33669 0.89304
O -0.47503 -0.24901 1.77350
O 1.18417 1.08394 1.05217
H -1.39221 0.05926 -0.74372
H 0.14659 -0.69791 -0.90692
H 0.00958 0.98634 -1.26545
C 5.49768 1.06162 -1.65639
C 4.85323 2.44551 -1.55741
O 5.17102 3.36027 -2.30372
N 3.93679 2.56291 -0.57484
C 3.20885 3.76470 -0.21588
H 6.10047 0.99237 -2.55301
H 4.63424 0.39768 -1.79101
H 5.95494 0.76599 -0.71581
H 3.55044 1.74729 -0.11824
H 3.74696 4.66783 -0.48484
H 3.04565 3.70458 0.86107
H 2.20984 3.69093 -0.65878
C -2.92320 -3.15664 -1.94310
C -4.33361 -3.57501 -2.34253
O -4.50776 -4.69229 -2.79404
N -5.32985 -2.70452 -2.09350
C -6.74517 -2.91687 -2.26775
H -2.79365 -2.16389 -1.52463
H -2.26502 -3.30937 -2.79959
H -2.62513 -3.96199 -1.26700
H -5.03282 -1.88146 -1.58234
H -6.95161 -3.90934 -2.65486
H -7.08873 -2.15770 -2.97759
H -7.31871 -2.74143 -1.35631
C 0.55331 -3.96884 0.39628
C -0.77311 -4.13265 1.15252
O -1.29129 -5.23603 1.11715
N -1.16602 -3.11245 1.94030
C -2.49763 -3.16372 2.55414
H 1.05093 -3.00095 0.51725
H 0.27862 -4.02627 -0.65861
H 1.26558 -4.72922 0.69685
H -0.86259 -2.15362 1.84291
H -2.35313 -2.69088 3.52932
H -2.66404 -4.19720 2.86592
H -3.29796 -2.80737 1.91530
C -0.37639 2.55417 4.09073
C 1.05719 2.75882 4.55238
O 1.33011 3.32322 5.60367
N 1.97612 2.18618 3.75391
C 3.40035 2.43555 3.72387
H -1.05286 2.27000 4.89246
H -0.50592 1.94351 3.19928
H -0.64437 3.58433 3.81861
H 1.68360 1.62251 2.95628
H 3.88760 1.46995 3.57973
H 3.76826 2.95787 4.60301
H 3.68881 3.05483 2.86804
C 1.56777 4.41265 -5.46140
C 0.58877 3.39395 -4.94233
O 0.51593 2.26639 -5.40225
N -0.14409 3.75407 -3.86523
C -1.11877 2.91659 -3.23682
H 1.52009 5.35111 -4.91757
H 1.39552 4.47620 -6.53592
H 2.56970 3.98988 -5.37356
H 0.05512 4.62275 -3.40373
H -0.93481 1.84506 -3.16915
H -2.08394 3.07570 -3.73335
H -1.24630 3.17295 -2.18179
C 0.99863 -1.12276 -3.78386
C 2.42379 -0.80341 -4.08660
O 3.34827 -1.52354 -3.73365
N 2.58655 0.35893 -4.78112
C 3.85058 0.93244 -5.14658
H 0.82616 -2.03968 -3.23798
H 0.57981 -1.19391 -4.79883
H 0.51780 -0.24192 -3.35997
H 1.76795 0.64443 -5.29995
H 4.67302 0.28394 -4.83803
H 3.93811 1.90413 -4.65865
H 3.98878 0.94666 -6.23176
O 2.93293 -4.02140 3.02779
C 2.23595 -3.20240 3.57179
O 1.23732 -3.56750 4.39771
C 0.47599 -2.37755 4.76782
C 1.39356 -1.18831 4.47573
C 2.21312 -1.73742 3.33260
H 0.22537 -2.55586 5.81436
H -0.44406 -2.41491 4.19466
H 2.08989 -0.93130 5.28433
H 0.89012 -0.23188 4.34708
H 3.25598 -1.43281 3.23075
H 1.73024 -1.49504 2.38047
O -4.56745 -1.03022 0.16420
C -4.40662 -0.46659 1.20689
O -4.99549 -1.01301 2.32486
C -4.63457 -0.25153 3.48671
C -4.16644 1.09328 2.92749
C -3.52484 0.68661 1.62993
H -3.78119 -0.75804 3.94478
H -5.42816 -0.15077 4.22145
H -3.57902 1.62348 3.67956
H -5.01031 1.77370 2.77375
H -2.57694 0.16012 1.81372
H -3.52538 1.38365 0.79693

***

Record 4
The following is a DFT calculation (ωB97M-V/def2-TZVPD) of a single C15H13N3OS2 molecule in a non-equilibrium geometry.

Output
- Energy above the lowest of the compared OMol25 structures with the same formula, charge and spin: 0.000 eV
- SMILES string: Cc1nc(CC(=O)Nc2nc(-c3ccccc3)cs2)cs1
- Lowest unoccupied orbital energy: 0.4 eV
- HOMO energy: -8.2773 eV
- Largest force on an atom: 0.02361 Eh/bohr

Positions of all 34 atoms, in Å:
C -5.33567 -1.71746 0.50737
C -3.99984 -1.08807 0.41389
N -3.61686 -0.30445 -0.52268
C -2.33653 0.12660 -0.36663
C -1.76133 1.07425 -1.37739
C -1.89835 2.48049 -0.84687
O -2.85403 3.19108 -1.03115
N -0.85993 2.96833 -0.06812
C 0.36392 2.45019 0.23589
N 0.83348 1.30450 -0.09208
C 2.10308 1.09724 0.37451
C 2.75883 -0.17285 0.08975
C 2.02186 -1.20891 -0.48452
C 2.61743 -2.42507 -0.75668
C 3.95599 -2.62674 -0.46332
C 4.69695 -1.60185 0.10266
C 4.10680 -0.38343 0.37815
C 2.60828 2.14315 1.09243
S 1.47662 3.43727 1.19587
C -1.71395 -0.35099 0.74544
S -2.76405 -1.38469 1.63320
H -5.95296 -1.36379 -0.31366
H -5.81005 -1.46364 1.45404
H -5.24917 -2.80209 0.45337
H -2.35958 0.99840 -2.28526
H -0.71501 0.84220 -1.56550
H -1.03452 3.90383 0.28403
H 0.97939 -1.04697 -0.71048
H 2.03481 -3.21950 -1.19933
H 4.42160 -3.57748 -0.67617
H 5.74218 -1.75315 0.32926
H 4.69726 0.40922 0.81141
H 3.55778 2.23515 1.57655
H -0.71443 -0.17079 1.08205